# C25H26N2O3S

A single C25H26N2O3S molecule (ωB97M-V/def2-TZVPD, the Open Molecules 2025 dataset).

Geometry as XYZ:
```
57
Properties=species:S:1:pos:R:3:forces:R:3:mulliken_charge:R:1
O 0.644 -2.029 -0.177 -0.03 -0.34 -0.37 -0.655
C 0.894 -1.030 0.464 -0.06 0.44 0.37 -0.446
N 1.865 -0.987 1.409 0.04 -0.14 0.47 0.150
C 2.921 -1.985 1.453 -0.01 -0.04 -0.08 -1.491
C 4.062 -1.523 0.583 0.00 -0.10 0.06 0.827
C 4.962 -0.577 1.057 -0.01 -0.09 -0.01 -0.306
C 5.950 -0.072 0.231 0.05 0.09 0.04 -0.588
C 6.044 -0.507 -1.080 0.07 0.03 -0.07 -0.516
C 5.149 -1.447 -1.561 0.02 0.00 -0.10 -0.601
C 4.160 -1.950 -0.734 -0.01 -0.05 0.05 -0.386
C 0.163 0.316 0.306 -0.07 0.11 -0.24 2.846
C 1.252 1.317 -0.045 0.01 0.16 -0.04 -1.009
C 2.147 0.981 -1.060 -0.02 0.12 -0.02 0.212
C 3.188 1.823 -1.400 -0.01 -0.07 -0.09 -1.121
C 3.351 3.027 -0.734 0.01 0.11 0.04 -0.456
C 2.462 3.377 0.265 0.13 0.13 0.00 -1.039
C 1.422 2.529 0.611 -0.11 -0.13 0.02 -0.041
C -0.599 0.649 1.598 -0.01 -0.25 0.02 -1.071
C -1.693 -0.391 1.844 0.18 0.34 0.60 -1.505
N -2.636 -0.426 0.748 -0.92 0.66 0.09 0.149
S -3.727 0.850 0.718 -0.18 -0.43 -0.04 1.477
O -3.276 1.958 -0.083 -0.09 -0.21 -0.20 -0.693
O -4.097 1.122 2.076 0.00 -0.21 0.14 -0.764
C -5.096 0.057 -0.119 0.44 0.27 0.12 -0.121
C -5.536 0.528 -1.340 0.11 0.18 -0.04 -0.142
C -6.595 -0.108 -1.967 -0.04 -0.02 0.02 -0.645
C -7.196 -1.203 -1.366 -0.01 0.04 -0.07 -0.331
C -6.746 -1.665 -0.138 0.07 0.03 0.10 -0.659
C -5.688 -1.032 0.491 -0.10 -0.12 0.09 -0.305
C -2.014 -0.694 -0.530 0.15 -0.07 -0.69 -1.282
C -0.856 0.256 -0.845 -0.02 -0.26 0.07 -1.172
H 2.118 -0.079 1.770 -0.07 -0.01 -0.13 0.395
H 3.238 -2.114 2.491 -0.02 -0.06 -0.10 0.489
H 2.496 -2.918 1.078 0.09 0.06 0.13 0.462
H 4.890 -0.235 2.081 0.00 0.04 0.13 0.406
H 6.645 0.663 0.609 0.06 0.06 0.03 0.405
H 6.815 -0.112 -1.726 0.07 0.02 -0.05 0.411
H 5.218 -1.787 -2.584 0.01 -0.03 -0.09 0.391
H 3.451 -2.673 -1.110 -0.09 -0.09 -0.03 0.438
H 2.035 0.041 -1.579 0.00 -0.14 -0.07 0.381
H 3.875 1.536 -2.181 0.07 -0.04 -0.06 0.445
H 4.165 3.686 -0.995 0.07 0.06 -0.02 0.432
H 2.577 4.316 0.786 0.01 0.08 0.04 0.425
H 0.746 2.828 1.396 -0.10 0.01 0.10 0.399
H -1.092 1.617 1.487 0.15 0.08 0.06 0.578
H 0.072 0.685 2.458 -0.01 0.09 0.01 0.526
H -2.262 -0.139 2.740 0.22 -0.14 0.06 0.576
H -1.264 -1.392 1.954 -0.10 0.02 0.00 0.424
H -5.046 1.385 -1.773 0.02 0.08 -0.11 0.473
H -6.951 0.249 -2.922 -0.02 0.04 -0.07 0.395
H -8.022 -1.698 -1.856 -0.06 -0.04 -0.04 0.380
H -7.220 -2.517 0.326 -0.02 -0.06 0.05 0.386
H -5.313 -1.359 1.447 -0.01 -0.14 0.12 0.398
H -2.790 -0.603 -1.293 0.11 -0.14 -0.12 0.516
H -1.650 -1.725 -0.515 -0.14 0.12 -0.03 0.530
H -0.366 -0.081 -1.759 0.02 0.02 -0.01 0.532
H -1.254 1.260 -1.004 0.13 -0.05 -0.03 0.490
```
Forces are in eV/Å.

Computed properties:
Charge ... 0
Electronic energy ... -1701.70498 Ha
Kohn-Sham gap ... 9.8510 eV
HOMO ... -9.119 eV
Largest force on an atom ... 1.13 eV/A

***

# C46H53N4O3PRuSe2

A molecular structure, C46H53N4O3PRuSe2 (ωB97M-V/def2-TZVPD, the Open Molecules 2025 dataset).

Geometry as XYZ:
```
110
Properties=species:S:1:pos:R:3:forces:R:3:lowdin_spin:R:1
Ru -0.270 1.199 0.649 1.40 -1.38 1.76 0.881
C 0.578 4.305 7.212 -0.06 0.50 0.23 0.000
C 0.537 3.379 6.053 0.63 -0.84 0.02 0.000
C 1.330 2.224 6.021 -0.65 0.75 -0.13 0.000
C 1.267 1.307 4.963 -0.78 0.20 -0.78 -0.001
C 2.111 0.174 4.935 -0.22 -0.68 -0.62 0.000
N 2.052 -0.763 4.007 -0.36 1.04 0.59 0.000
C 3.081 -1.724 3.723 0.79 -0.40 -0.06 0.000
C 4.181 -1.098 2.847 -0.20 -0.15 -0.07 0.000
C 3.683 -0.539 1.498 -0.10 0.59 0.87 0.000
N 3.843 -1.471 0.412 -0.71 -1.32 -0.79 0.006
C 3.007 -2.390 -0.046 0.88 0.69 0.43 0.005
C 1.647 -2.644 0.263 -0.85 0.43 0.07 0.007
C 1.262 -3.993 0.220 -0.31 0.13 0.46 0.004
C 0.044 -4.431 0.730 0.25 0.22 0.05 0.010
C -0.280 -5.880 0.803 -0.15 -0.36 -0.19 0.002
C -0.861 -3.480 1.175 0.55 0.37 -0.31 -0.006
C -0.635 -2.100 1.027 0.88 -0.14 -0.05 0.010
C -1.779 -1.257 1.207 -0.36 0.43 0.11 0.000
N -1.911 -0.003 0.943 0.67 -0.04 0.12 0.005
C -3.248 0.512 0.742 -0.88 0.26 -0.02 0.000
C -3.516 1.901 1.314 0.25 -0.14 -0.24 0.001
C -2.498 2.942 0.822 -0.86 0.17 -0.28 0.012
N -1.267 2.693 1.543 0.22 0.94 1.36 0.014
C -1.189 3.196 2.750 -0.44 -0.18 -1.47 -0.003
C -0.340 2.832 3.829 0.96 -0.69 0.84 0.000
C -0.285 3.657 4.967 0.22 -0.77 -0.62 -0.001
C 0.381 1.578 3.841 -0.09 1.46 1.12 -0.001
O 0.255 0.726 2.919 -0.43 -0.87 -3.00 -0.004
C 0.638 -1.642 0.542 -0.41 -0.85 0.01 -0.004
O 0.902 -0.426 0.263 0.41 1.00 0.16 0.048
H 1.146 3.891 8.039 0.00 0.03 0.09 0.000
H -0.431 4.535 7.551 -0.03 -0.06 0.15 0.000
H 1.024 5.258 6.923 0.10 0.00 0.07 0.000
H 2.000 2.019 6.844 0.05 0.00 0.16 0.000
H 2.860 0.066 5.709 0.20 -0.06 0.03 0.000
H 1.300 -0.635 3.324 0.05 0.10 0.10 0.000
H 2.624 -2.578 3.220 -0.03 -0.02 0.11 0.000
H 3.533 -2.068 4.656 -0.11 -0.06 -0.06 0.000
H 4.956 -1.845 2.678 0.12 0.00 0.06 0.000
H 4.635 -0.284 3.412 0.06 0.03 -0.01 0.000
H 4.279 0.346 1.253 -0.22 -0.16 -0.07 0.000
H 2.637 -0.236 1.577 0.22 -0.01 -0.23 0.000
H 4.799 -1.548 0.088 -0.04 -0.11 -0.17 0.000
H 3.472 -3.131 -0.685 0.15 0.03 -0.11 0.000
H 1.968 -4.730 -0.131 0.17 -0.12 -0.05 0.000
H 0.617 -6.483 0.908 0.00 -0.09 0.07 0.000
H -0.787 -6.198 -0.109 -0.03 -0.08 -0.03 0.001
H -0.951 -6.083 1.634 0.02 -0.11 0.06 0.000
H -1.796 -3.814 1.600 -0.20 -0.02 -0.01 0.000
H -2.676 -1.801 1.523 0.04 0.18 -0.14 -0.001
H -3.985 -0.186 1.157 0.12 0.01 -0.11 0.000
H -3.395 0.541 -0.348 0.05 -0.05 0.16 0.001
H -3.485 1.866 2.407 -0.09 0.09 -0.05 0.000
H -4.521 2.194 1.017 -0.04 0.00 -0.04 0.000
H -2.874 3.954 1.016 0.14 -0.09 -0.05 0.003
H -2.318 2.820 -0.259 -0.09 0.18 0.30 0.001
H -1.890 4.002 2.986 -0.08 -0.14 -0.15 -0.001
H -0.908 4.538 4.995 -0.07 0.22 0.00 0.000
C -0.723 4.238 -2.707 0.10 0.04 0.07 -0.001
Se 0.175 2.555 -2.295 0.30 0.01 0.46 0.001
C 1.963 3.352 -2.042 -0.25 -0.18 0.31 0.000
C 2.113 3.864 -0.624 -0.03 0.06 0.11 -0.001
Se 2.073 2.331 0.625 -0.04 0.64 -0.49 -0.011
C 2.483 3.369 2.225 -0.13 0.02 0.03 0.000
H -0.396 4.569 -3.691 0.02 -0.08 0.01 0.000
H -0.475 4.993 -1.963 -0.07 -0.02 0.03 0.000
H -1.796 4.067 -2.728 -0.01 -0.04 0.05 0.000
H 2.085 4.159 -2.770 -0.05 -0.11 0.06 0.000
H 2.705 2.575 -2.247 -0.16 0.10 -0.11 0.000
H 1.304 4.548 -0.351 0.15 -0.11 0.02 0.000
H 3.073 4.371 -0.480 -0.10 -0.15 0.09 0.000
H 1.698 4.096 2.419 0.06 -0.02 -0.02 0.000
H 3.436 3.873 2.066 -0.05 -0.06 -0.10 0.000
H 2.572 2.689 3.069 0.01 0.02 -0.06 0.000
O -1.122 0.030 -1.617 -0.19 0.17 0.51 0.020
P -1.228 -0.848 -2.827 -0.31 -0.31 -0.81 0.002
C -2.710 -1.895 -2.824 0.60 0.36 -0.01 0.001
C -3.247 -2.361 -4.020 0.03 -0.06 0.12 0.000
C -4.347 -3.200 -3.987 -0.09 -0.04 -0.02 0.000
C -4.903 -3.575 -2.772 -0.01 0.00 0.01 0.000
C -4.354 -3.121 -1.581 -0.07 -0.01 0.05 0.000
C -3.263 -2.272 -1.607 0.09 -0.09 -0.10 0.000
C -1.335 0.126 -4.354 0.02 -0.40 0.53 0.000
C -2.034 1.327 -4.274 -0.11 -0.10 -0.08 0.000
C -2.216 2.096 -5.411 -0.05 -0.05 0.15 0.000
C -1.699 1.660 -6.622 0.07 -0.04 -0.05 0.000
C -1.001 0.463 -6.699 -0.02 0.04 -0.09 0.000
C -0.829 -0.320 -5.567 0.06 0.19 0.01 0.000
C 0.201 -1.948 -3.016 -0.54 0.29 0.02 0.000
C 0.082 -3.329 -2.944 -0.03 0.08 -0.04 0.000
C 1.198 -4.120 -3.168 0.08 -0.11 0.05 0.000
C 2.417 -3.531 -3.462 0.04 -0.10 0.05 0.000
C 2.537 -2.149 -3.518 0.09 0.11 0.06 0.000
C 1.427 -1.355 -3.295 0.02 0.07 0.06 0.000
H -2.803 -2.079 -4.963 -0.05 0.04 -0.08 0.000
H -4.777 -3.564 -4.907 -0.03 -0.02 -0.10 0.000
H -5.768 -4.219 -2.753 -0.04 -0.07 -0.01 0.000
H -4.780 -3.431 -0.640 -0.10 -0.02 0.11 0.000
H -2.808 -1.909 -0.697 -0.12 -0.02 -0.05 0.000
H -2.447 1.622 -3.316 -0.05 0.10 -0.05 0.000
H -2.767 3.022 -5.359 -0.08 0.09 -0.02 0.000
H -1.854 2.252 -7.511 0.04 0.05 -0.09 0.000
H -0.588 0.142 -7.643 -0.02 -0.06 -0.10 0.000
H -0.298 -1.260 -5.632 0.06 -0.04 -0.02 0.000
H -0.881 -3.780 -2.748 -0.04 -0.06 0.01 0.000
H 1.110 -5.195 -3.134 0.00 -0.12 -0.04 0.000
H 3.277 -4.151 -3.668 0.09 -0.08 -0.04 0.000
H 3.486 -1.697 -3.764 0.10 0.04 -0.06 0.000
H 1.482 -0.274 -3.369 0.11 -0.01 -0.03 0.000
```
Forces are in eV/Å.

Computed properties:
Charge ... +3
2S+1 ... 2
Electronic energy ... -7467.71477 Ha
Kohn-Sham gap (spin up / spin down) ... 6.1940 / 6.1758 eV
HOMO (spin up / spin down) ... -15.193 / -15.195 eV
Largest force on an atom ... 3.15 eV/A